This record from OMol25 describes an isolated molecule of C10H7NO8S3. The level of theory is ωB97M-V/def2-TZVPD.

Kohn-Sham gap, eV: 8.14
LUMO energy, eV: -1.7
2S+1: 1
ΔE to the lowest compared entry with this formula, charge and spin, eV: 0.000
SMILES string: O=S(=O)(O)c1cc(S(=O)(=O)O)c2cccc3c2c1NS3(=O)=O

Each line ends with the natural charge from an NBO analysis.
Geometry (Å):
O -0.446 1.378 4.008  -0.8939
S -1.440 1.047 2.967  2.2832
O -2.573 1.977 2.920  -0.9007
O -2.054 -0.374 3.412  -0.8844
C -0.697 0.711 1.349  -0.3772
C -0.837 1.638 0.304  -0.0995
C -0.271 1.340 -0.938  -0.3088
S -0.427 2.590 -2.240  2.2649
O 0.888 3.124 -2.706  -0.8930
O -1.391 3.652 -1.917  -0.9185
O -1.130 1.809 -3.490  -0.8649
C 0.505 0.189 -1.138  -0.0456
C 1.135 -0.192 -2.329  -0.1457
C 1.877 -1.391 -2.389  -0.1703
C 1.944 -2.245 -1.290  -0.1709
C 1.238 -1.917 -0.157  -0.2526
C 0.607 -0.695 -0.053  -0.0399
C 0.026 -0.440 1.174  0.2468
N 0.220 -1.431 2.147  -0.8013
S 0.879 -2.807 1.404  2.2273
O 2.087 -3.281 2.083  -0.8752
O -0.183 -3.808 1.258  -0.8939
H -2.544 -0.066 4.209  0.5237
H -1.364 2.579 0.432  0.2873
H -1.484 2.592 -3.979  0.5156
H 1.039 0.440 -3.218  0.2480
H 2.385 -1.654 -3.291  0.2347
H 2.531 -3.165 -1.348  0.2481
H -0.521 -1.600 2.816  0.4566